Entry w
Below is a molecular structure, C3H4N4, with properties calculated with ωB97M-V/def2-TZVPD.

As for the charge: 0.

Structure (XYZ):
```
11
C3H4N4 | the Open Molecules 2025 dataset | ωB97M-V/def2-TZVPD
C 2.48442 -0.07957 -0.30925
C 1.57207 0.33951 0.46812
C -1.70337 -0.56029 -0.54242
H 3.56318 -0.45148 0.26848
H 2.37363 -0.51575 -1.50098
H 1.79800 0.43962 1.86794
H -2.29346 -0.98359 -1.30378
N 0.23525 0.10766 0.03732
N -0.36583 -0.86222 -0.75001
N -1.92405 0.43358 0.40243
N -0.73967 0.79430 0.73450
```



Entry x
Below is a single C3H4N4 molecule, with properties calculated with ωB97M-V/def2-TZVPD.

As for the charge: 0.

Structure (XYZ):
```
11
C3H4N4 | the Open Molecules 2025 dataset | ωB97M-V/def2-TZVPD
N -0.47851 -0.33629 -2.54581
C 0.27755 -0.18876 -1.47522
C -0.61211 -0.05424 -0.29415
N -0.18458 0.10706 0.88302
C 0.25595 0.27201 2.09473
N 1.58673 0.32476 2.31863
N 2.69731 0.36858 2.50555
H -1.50471 -0.35023 -2.53791
H -0.06111 -0.44544 -3.46029
H -1.71389 -0.09919 -0.45995
H -0.32175 0.37844 3.01135
```



Entry y
Below is a single C3H4N4 molecule, with properties calculated with ωB97M-V/def2-TZVPD.

As for the charge: 0.

Structure (XYZ):
```
11
C3H4N4 | the Open Molecules 2025 dataset | ωB97M-V/def2-TZVPD
N -2.04261 -0.08733 -0.91384
C -0.71271 0.13108 -0.69111
C 0.94827 -1.80217 1.40337
N 1.43265 -0.75442 1.16561
C 1.81423 0.50745 0.71855
N 1.02130 1.33297 0.16490
N -0.31633 1.04865 0.10431
H -2.32783 -0.99325 -1.24861
H -2.67869 0.36774 -0.27460
H -0.03480 -0.48888 -1.28433
H 2.85702 0.77257 0.85709
```



Entry z
Below is 2 unconnected molecules or ions with the total composition C3H4N4, with properties calculated with ωB97M-V/def2-TZVPD.

As for the SMILES: C1=NC=NC1.N#N. As for the charge: 0.

Structure (XYZ):
```
11
C3H4N4 | the Open Molecules 2025 dataset | ωB97M-V/def2-TZVPD
C -0.47804 -0.59724 1.04801
N 0.43258 0.18930 1.47214
C 1.36223 0.32811 0.44118
N 1.06950 -0.28908 -0.65101
C -0.18822 -1.01925 -0.33010
H -1.38359 -0.90230 1.57730
H 2.18464 0.99195 0.60319
H 0.17200 -1.99634 -0.36452
H -1.01962 -0.96840 -1.04444
N -1.20391 2.00973 -1.88776
N -0.94758 2.25351 -0.86400
```



Sorted by energy, starting with the most stable: entry z, entry y, entry x, entry w.



Entry w
Below is a single C3H4N4 molecule, with properties calculated with ωB97M-V/def2-TZVPD.

As for the SMILES: Nc1cncnn1. As for the charge: 0.

Structure (XYZ):
```
11
C3H4N4 | the Open Molecules 2025 dataset | ωB97M-V/def2-TZVPD
N 1.85008 -0.13515 -0.69924
C 0.53991 -0.14664 -0.30969
C 0.06750 0.80861 0.66043
N -1.17489 0.86204 1.02315
C -1.98043 -0.16488 0.29246
N -1.55813 -1.02205 -0.56296
N -0.24874 -1.03194 -0.88184
H 2.53656 0.26403 -0.07946
H 2.15053 -0.93964 -1.23212
H 0.77964 1.50789 1.10445
H -2.96202 -0.00228 0.68483
```



Entry x
Below is a single C3H4N4 molecule, with properties calculated with ωB97M-V/def2-TZVPD.

As for the SMILES: NC1=C=NC=NN1. As for the charge: 0.

Structure (XYZ):
```
11
C3H4N4 | the Open Molecules 2025 dataset | ωB97M-V/def2-TZVPD
N -1.29537 -0.48773 1.44533
C -0.24537 -0.21064 0.61653
C 0.74557 -1.16523 0.29621
N 1.47291 -0.97366 -0.78152
C 1.11371 0.11608 -1.54537
N 0.52401 1.18019 -1.09062
N -0.02479 1.02755 0.15439
H -1.35727 -1.48435 1.63119
H -2.17538 -0.03155 1.24207
H 1.44255 0.15093 -2.57995
H -0.23868 1.89221 0.63215
```



Sorted by energy, starting with the most stable: entry w, entry x.